# 1
Formula: C58H135N3O3P2
Source: OMol25
Level of theory: the ωB97M-V functional and the def2-TZVPD basis

XYZ file:
```
201
Properties=species:S:1:pos:R:3:lowdin_charge:R:1
C 26.31 16.22 21.30 -0.271
H 14.13 13.16 12.67 0.108
H 12.01 18.55 10.68 0.052
H 19.12 16.58 24.84 0.093
H 13.45 14.48 20.13 0.059
H 18.56 6.99 13.42 0.061
C 26.73 18.81 18.52 0.022
C 14.09 16.25 23.50 -0.282
H 27.35 16.03 21.54 0.110
P 14.24 16.77 15.46 1.052
H 14.91 13.11 16.64 0.030
C 16.10 16.19 21.21 -0.223
H 12.10 19.26 15.52 0.106
H 17.56 7.97 17.59 0.062
C 11.45 17.24 16.03 -0.239
H 9.09 15.93 17.65 0.125
H 11.39 16.72 15.09 0.098
H 29.59 15.91 18.87 0.101
H 11.04 20.38 19.45 0.091
H 12.37 17.98 13.12 0.117
C 26.03 17.06 20.02 -0.079
H 25.08 17.64 20.06 0.159
O 13.84 14.27 17.99 -0.401
H 14.65 12.36 18.14 0.030
C 11.24 18.74 15.99 -0.237
H 14.12 15.78 26.21 0.061
H 10.48 14.06 16.62 0.139
H 9.30 16.01 20.77 0.081
H 11.19 16.47 25.43 0.118
H 12.00 10.87 18.64 0.095
H 9.78 18.49 14.42 0.073
H 16.46 11.66 12.68 0.082
N 17.22 6.11 15.68 -0.270
O 25.63 16.79 22.32 -0.199
H 27.70 20.80 21.95 0.122
H 13.96 18.99 14.51 0.059
C 14.99 7.32 15.33 -0.183
H 9.96 10.43 17.69 0.166
H 11.38 18.64 19.24 0.039
C 16.28 12.78 12.66 -0.126
H 27.96 15.90 18.18 0.080
C 9.89 19.08 15.32 -0.065
H 8.96 12.44 15.64 0.120
C 16.06 18.08 17.03 -0.275
H 12.44 20.54 21.33 0.101
H 12.35 16.96 20.90 0.093
C 13.04 15.79 26.34 -0.099
H 12.97 19.82 10.10 0.085
C 16.51 7.28 15.16 -0.127
H 16.46 13.12 11.60 0.097
H 17.14 20.35 17.75 0.070
C 13.49 18.71 21.41 -0.213
C 11.83 11.94 16.30 -0.100
C 12.83 16.97 16.63 -0.246
H 17.18 13.19 13.18 0.075
H 12.80 14.75 26.22 0.075
H 15.27 13.13 20.80 0.116
H 20.17 6.21 13.71 0.103
H 13.33 12.02 22.94 0.143
H 8.38 17.16 19.71 0.095
H 18.46 19.88 18.69 0.075
H 10.52 16.30 18.64 0.096
H 10.42 13.94 19.59 0.109
C 13.40 17.27 20.83 -0.272
H 18.99 7.27 15.67 0.131
C 15.00 13.21 13.32 -0.274
H 27.37 20.80 20.16 0.081
H 11.24 19.12 17.02 0.082
H 26.12 19.11 21.31 0.122
H 15.82 13.49 18.11 0.080
H 29.06 18.09 18.97 0.122
H 9.10 18.84 15.97 0.067
H 12.63 14.34 21.72 0.100
H 15.36 18.17 13.97 0.115
H 18.76 5.26 13.35 0.088
H 28.87 20.11 20.79 0.086
C 10.83 13.73 17.58 -0.148
C 8.68 16.07 19.82 -0.083
H 11.38 19.17 21.64 0.108
C 18.60 17.29 24.14 -0.089
H 12.97 16.01 27.38 0.073
H 14.72 15.46 24.00 0.101
H 12.10 16.68 23.10 0.094
C 27.83 20.27 20.98 -0.045
H 26.14 15.08 23.29 0.106
H 13.94 14.48 15.61 0.046
C 17.45 18.28 17.61 -0.237
H 16.89 8.21 15.59 0.135
C 13.62 14.38 21.20 -0.270
H 12.72 19.93 18.99 0.094
N 11.02 12.28 17.48 -0.258
H 15.72 4.64 15.41 0.091
H 12.49 12.76 16.04 0.110
H 24.99 16.34 24.16 0.118
H 18.21 18.15 24.61 0.059
H 16.81 19.54 19.25 0.045
H 27.60 19.40 18.14 0.131
H 18.16 18.48 16.82 0.108
C 16.91 17.20 22.14 -0.211
H 12.37 17.66 25.42 0.097
H 15.18 13.48 22.52 0.123
C 17.46 19.59 18.42 -0.078
H 14.54 17.22 23.77 0.100
C 14.03 15.14 14.76 -0.277
C 11.80 19.59 19.56 -0.102
C 12.22 19.53 21.06 -0.235
C 17.06 5.91 17.18 -0.158
C 17.52 16.50 23.38 -0.287
C 12.64 16.08 23.85 -0.249
H 19.32 5.47 15.92 0.145
P 14.34 15.98 21.68 1.027
C 15.79 16.75 16.41 -0.257
H 12.93 15.98 17.11 0.047
C 10.84 11.47 15.19 -0.092
H 18.74 6.90 18.28 0.094
H 14.84 18.76 11.61 0.117
H 25.95 15.18 21.07 0.149
C 9.43 11.50 15.89 -0.128
H 13.62 16.74 12.49 0.097
H 17.16 6.94 19.04 0.112
H 12.28 15.06 23.73 0.106
C 16.66 4.90 15.01 0.006
H 17.93 15.54 22.98 0.116
H 13.68 17.14 19.81 0.067
H 14.66 8.19 14.73 0.142
C 9.59 15.68 18.61 -0.280
H 15.88 18.87 16.33 0.104
H 26.42 18.13 17.73 0.111
C 12.28 16.61 25.30 -0.208
H 13.51 18.22 9.76 0.076
H 25.97 16.41 19.19 0.107
C 17.66 7.00 18.03 -0.055
H 28.27 15.33 19.91 0.093
C 18.79 6.23 15.33 -0.102
C 14.38 10.65 21.58 -0.114
H 27.69 18.31 21.75 0.138
H 14.75 12.61 14.22 0.100
H 12.52 12.62 18.99 0.084
C 25.90 16.13 23.54 -0.048
H 12.52 11.15 16.61 0.115
H 19.38 17.56 23.35 0.092
H 10.98 12.14 14.31 0.126
H 16.57 15.19 21.24 0.088
H 11.16 10.48 14.92 0.095
H 15.61 15.97 17.16 0.093
H 13.17 17.72 17.35 0.077
C 11.71 11.90 18.78 0.022
H 13.67 9.84 21.75 0.075
C 13.70 11.95 21.88 -0.280
H 13.09 15.19 14.20 0.100
H 14.40 19.20 21.07 0.104
H 13.02 7.97 17.87 0.081
H 16.53 16.39 15.76 0.083
C 13.20 7.75 16.83 -0.081
H 12.86 12.01 21.21 0.064
C 28.53 16.03 19.07 -0.037
C 15.19 14.66 13.82 -0.235
C 13.02 18.80 10.53 -0.086
H 16.27 18.05 22.48 0.104
H 28.89 17.48 20.63 0.118
H 8.77 10.67 15.59 0.142
H 15.97 6.01 17.28 0.119
C 28.51 17.45 19.63 -0.135
C 9.79 11.48 17.31 -0.138
H 16.80 16.23 24.12 0.075
O 14.59 7.49 16.69 -0.190
H 8.91 13.76 18.71 0.121
C 19.09 6.17 13.84 -0.055
H 10.97 11.81 19.59 0.118
H 17.81 17.38 18.11 0.107
H 14.62 6.40 14.86 0.129
H 8.95 11.94 17.89 0.143
H 15.97 16.43 20.16 0.073
H 16.14 14.60 14.42 0.108
H 14.85 10.63 20.59 0.066
C 9.91 14.23 18.68 -0.199
N 27.09 18.08 19.76 -0.266
H 15.33 18.21 17.84 0.103
H 16.48 5.16 13.97 0.114
H 17.36 4.91 17.41 0.133
H 17.79 17.66 21.58 0.121
H 17.35 4.02 15.14 0.147
C 13.43 17.74 12.88 -0.227
H 13.62 19.84 12.37 0.116
C 14.26 18.07 14.14 -0.257
H 15.33 15.36 12.95 0.128
H 7.81 15.38 19.84 0.086
C 27.14 18.97 21.03 -0.178
H 16.74 7.28 14.06 0.147
H 12.54 6.93 16.55 0.103
H 15.21 10.35 22.33 0.107
H 9.76 20.04 14.96 0.055
H 11.83 14.17 17.75 0.102
H 25.91 19.41 18.85 0.100
H 26.67 16.68 23.99 0.081
C 13.77 18.86 11.89 -0.256
H 10.66 16.78 16.67 0.077
C 14.76 13.32 17.68 -0.383
H 13.60 18.69 22.52 0.105
H 12.85 8.68 16.29 0.086
C 14.52 13.20 21.64 -0.243
```

Properties
* charge: +4
* gap between HOMO and LUMO: 8.28 eV
* calculated total energy: -91491.5581 eV
* largest force on an atom: 3.4 eV/Å
* multiplicity: 1

# 2
Formula: C3H9N2
Source: OMol25
Level of theory: the ωB97M-V functional and the def2-TZVPD basis

XYZ file:
```
14
Properties=species:S:1:pos:R:3:nbo_charge:R:1
H -0.08 0.79 -1.15 0.469
N 0.50 -0.33 1.18 -0.479
H -2.40 -0.25 -0.53 0.237
N 0.74 1.42 -1.36 -0.886
H 1.80 -1.78 1.73 0.197
H -1.17 0.93 1.27 0.222
C 0.76 -1.51 1.55 0.014
C -0.80 0.02 0.81 -0.033
C -1.41 -0.57 -0.23 -0.502
H 0.94 1.46 -2.36 0.450
H -0.92 -1.35 -0.80 0.216
H 0.52 2.36 -1.01 0.451
H 1.53 1.05 -0.84 0.464
H -0.02 -2.25 1.73 0.179
```

Properties
* charge: +1
* gap between HOMO and LUMO: 9.84 eV
* calculated total energy: -6229.2328 eV
* largest force on an atom: 0.5 eV/Å
* multiplicity: 1
* energy above the lowest of the compared OMol25 structures with the same formula, charge and spin: 41.9 kcal/mol

# 3
Formula: C5H17N2O
Source: OMol25
Level of theory: the ωB97M-V functional and the def2-TZVPD basis

XYZ file:
```
25
Properties=species:S:1:pos:R:3:nbo_charge:R:1
C -1.34 -1.23 -0.69 -0.413
C -2.16 1.32 0.75 -0.641
H -0.30 0.90 1.73 0.217
H 0.00 0.32 -0.59 0.497
H 0.46 -1.68 1.49 0.228
H -1.22 -2.26 -0.35 0.223
H -2.32 -0.80 -0.55 0.229
N 2.39 0.23 -0.57 -0.873
C -1.06 0.34 1.19 -0.219
C 0.78 -1.21 0.55 -0.225
H -3.09 0.77 0.61 0.225
H -1.91 2.04 -0.02 0.239
H 2.91 -0.50 -1.03 0.376
H 0.03 1.81 -2.82 0.507
H -1.49 -0.38 1.89 0.224
H 0.99 -2.03 -0.13 0.228
H 2.80 -1.09 1.04 0.213
H 3.01 1.00 -0.40 0.386
C 2.04 -0.37 0.75 -0.242
H -2.28 1.97 1.62 0.248
H 1.93 0.39 1.52 0.212
H 1.15 0.96 -2.09 0.507
O 0.20 1.06 -2.21 -0.990
N -0.36 -0.38 0.09 -0.407
H -1.14 -1.18 -1.76 0.250
```

Properties
* charge: +1
* gap between HOMO and LUMO: 11.78 eV
* calculated total energy: -10482.4914 eV
* largest force on an atom: 1.6 eV/Å
* multiplicity: 1
* energy above the lowest of the compared OMol25 structures with the same formula, charge and spin: 10.2 kcal/mol